Entry 1:
{"formula": "C5H9N3O", "method": "wB97M-V/def2-TZVPD", "total_energy_ha": -435.39260, "e_lumo_ev": 0.825, "charge": 0, "orbital_gap_ev": 8.19, "fmax_ev_per_a": 0.496, "relative_energy_ev": 1.772, "symbols": ["C", "C", "C", "N", "N", "C", "C", "O", "N", "H", "H", "H", "H", "H", "H", "H", "H", "H"], "coordinates": [[0.5237, -0.3921, 0.2624], [1.6528, 0.4648, 0.2840], [-0.7340, 0.0693, -0.1561], [1.5272, 1.6929, -0.1972], [2.8411, -0.0275, 0.7717], [-1.8902, -0.8416, -0.0189], [-3.0067, -0.7607, -0.7407], [0.6832, -1.6752, 0.8145], [-0.8400, 1.2963, -0.6599], [0.8086, -2.3089, 0.0986], [0.3503, 1.8447, -0.5433], [2.3160, 2.3194, -0.1243], [3.5344, 0.6401, 1.0680], [2.7595, -0.8528, 1.3460], [-1.7817, 1.6258, -0.8199], [-1.7797, -1.6256, 0.7210], [-3.1369, -0.0201, -1.5221], [-3.8276, -1.4488, -0.5839]], "nbo_charge": [0.00, 0.44, 0.22, -0.81, -0.81, -0.24, -0.36, -0.72, -0.80, 0.48, 0.45, 0.37, 0.38, 0.41, 0.37, 0.22, 0.19, 0.20]}


Entry 2:
{"formula": "C4H6ClN3", "method": "wB97M-V/def2-TZVPD", "total_energy_ha": -780.33668, "e_lumo_ev": 0.132, "charge": 0, "orbital_gap_ev": 9.95, "fmax_ev_per_a": 7.099, "relative_energy_ev": 4.861, "symbols": ["C", "C", "C", "C", "H", "H", "H", "H", "H", "H", "N", "N", "N", "Cl"], "coordinates": [[1.0413, 0.7475, -0.1604], [-0.0628, 0.0382, 0.5794], [-0.3108, -1.4554, 0.1515], [-1.4115, 0.6176, 0.1206], [1.1193, 1.8593, 0.1718], [0.7409, 0.8901, -1.2826], [-0.0437, 0.3101, 1.6450], [0.2885, -2.3808, -0.0275], [-2.7634, -0.2432, -1.3152], [-1.1742, 2.6106, -0.0226], [-1.4566, -1.6305, -0.2381], [-2.2837, -0.4404, 0.0392], [-1.8496, 1.7972, -0.0960], [2.6721, -0.0481, -0.0736]], "nbo_charge": [-0.37, -0.40, 0.05, 0.41, 0.23, 0.23, 0.26, 0.23, 0.37, 0.35, -0.23, -0.42, -0.66, -0.05]}